(1)
DFT (ωB97M-V/def2-TZVPD) results for 3 unconnected molecules or ions with the total composition C24H49BNO10 in a non-equilibrium geometry.

energy above the lowest of the compared OMol25 structures with the same formula, charge and spin = 218.2 kcal per mole
E_HOMO = -0.1700 Ha
orbital gap = 6.798 eV
total charge = -1
molecular weight = 522.5 g/mol
E = -48316.663 eV

Bonds (Å) are listed after each position.
Atoms and positions in Å:
1 C -3.32 -1.00 -1.64  C2 1.648, H25 1.175, H26 1.187, H27 1.171
2 C -2.18 0.16 -1.87  C1 1.648, C3 1.655, H28 1.192, H29 1.174
3 C -0.87 -0.19 -0.92  C2 1.655, C4 1.645, H30 1.175, H31 1.193
4 C 0.38 0.74 -1.47  C3 1.645, B5 1.673, H32 1.193, H33 1.181
5 B 1.58 0.93 -0.32  C4 1.673, C6 1.644, C8 1.678, C20 1.644
6 C 2.94 1.52 -1.05  B5 1.644, N7 1.513, H34 1.183, H35 1.181
7 N 3.63 0.56 -2.00  C6 1.513, H36 1.064, H37 1.043
8 C 1.86 -0.60 0.30  B5 1.678, C9 1.643, H38 1.173, H39 1.194
9 C 3.35 -0.77 0.96  C8 1.643, C10 1.641, H40 1.190, H41 1.191
10 C 3.32 -2.12 1.89  C9 1.641, C11 1.659, H42 1.188, H43 1.189
11 C 4.49 -3.23 1.48  C10 1.659, C12 1.668, H44 1.191, H45 1.189
12 C 3.84 -4.74 1.21  C11 1.668, C13 1.644, H46 1.182, H47 1.171
13 C 4.33 -5.37 -0.23  C12 1.644, C14 1.672, H48 1.192, H49 1.178
14 C 3.07 -5.58 -1.31  C13 1.672, C15 1.642, H50 1.171, H51 1.191
15 C 3.77 -5.70 -2.79  C14 1.642, O16 1.471, H52 1.194, H53 1.189
16 O 3.27 -4.75 -3.80  C15 1.471, C17 1.471
17 C 3.39 -3.35 -3.36  O16 1.471, C18 1.668, O19 1.336
18 C 2.32 -2.27 -4.03  C17 1.668, H54 1.173, H55 1.190, H56 1.171
19 O 4.30 -2.86 -2.52  C17 1.336
20 C 1.02 1.83 0.93  B5 1.644, C21 1.639, H57 1.189, H58 1.192
21 C 1.22 3.45 0.78  C20 1.639, C22 1.664, H59 1.194, H60 1.170
22 C -0.13 4.33 1.17  C21 1.664, O23 1.361, O24 1.472
23 O 0.06 5.61 1.58  C22 1.361
24 O -1.52 3.85 1.06  C22 1.472, H61 1.022
25 H -4.33 -0.53 -1.26  C1 1.175
26 H -2.94 -1.77 -0.82  C1 1.187
27 H -3.52 -1.63 -2.61  C1 1.171
28 H -1.86 0.15 -3.02  C2 1.192
29 H -2.65 1.21 -1.63  C2 1.174
30 H -1.14 -0.03 0.21  C3 1.175
31 H -0.60 -1.35 -1.03  C3 1.193
32 H 0.89 0.13 -2.35  C4 1.193
33 H 0.03 1.77 -1.93  C4 1.181
34 H 3.70 1.92 -0.24  C6 1.183
35 H 2.61 2.45 -1.70  C6 1.181
36 H 4.59 0.28 -1.64  N7 1.064
37 H 3.06 -0.29 -2.20  N7 1.043
38 H 1.06 -0.78 1.13  C8 1.173
39 H 1.67 -1.42 -0.55  C8 1.194
40 H 4.13 -0.98 0.09  C9 1.190
41 H 3.70 0.17 1.61  C9 1.191
42 H 2.27 -2.66 1.80  C10 1.188
43 H 3.42 -1.83 3.03  C10 1.189
44 H 5.34 -3.31 2.32  C11 1.191
45 H 5.08 -2.91 0.50  C11 1.189
46 H 4.26 -5.44 2.06  C12 1.182
47 H 2.67 -4.75 1.26  C12 1.171
48 H 4.87 -6.43 -0.10  C13 1.192
49 H 5.09 -4.67 -0.78  C13 1.178
50 H 2.25 -4.75 -1.22  C14 1.171
51 H 2.58 -6.62 -1.00  C14 1.191
52 H 3.49 -6.79 -3.20  C15 1.194
53 H 4.95 -5.72 -2.69  C15 1.189
54 H 2.94 -1.33 -4.35  C18 1.173
55 H 1.91 -2.77 -5.03  C18 1.190
56 H 1.40 -2.04 -3.34  C18 1.171
57 H 1.61 1.47 1.90  C20 1.189
58 H -0.12 1.63 1.19  C20 1.192
59 H 2.04 3.78 1.58  C21 1.194
60 H 1.55 3.82 -0.28  C21 1.170
61 H -2.15 4.51 1.50  O24 1.022
62 C -7.72 -5.94 -0.98  O63 1.426, H68 1.094, H69 1.095, H70 1.095
63 O -6.96 -4.74 -0.87  C62 1.426, C64 1.357
64 C -7.67 -3.66 -0.44  O63 1.357, O65 1.221, O66 1.357
65 O -8.86 -3.65 -0.17  C64 1.221
66 O -6.83 -2.60 -0.38  C64 1.357, C67 1.426
67 C -7.45 -1.39 0.06  O66 1.426, H71 1.095, H72 1.095, H73 1.093
68 H -7.05 -6.73 -1.33  C62 1.094
69 H -8.13 -6.23 -0.01  C62 1.095
70 H -8.52 -5.82 -1.72  C62 1.095
71 H -7.85 -1.50 1.07  C67 1.095
72 H -8.24 -1.09 -0.64  C67 1.095
73 H -6.68 -0.60 0.07  C67 1.093
74 C -0.83 11.32 4.63  O75 1.426, H80 1.094, H81 1.095, H82 1.095
75 O -1.70 10.55 3.81  C74 1.426, C76 1.357
76 C -1.33 9.25 3.68  O75 1.357, O77 1.221, O78 1.357
77 O -0.36 8.72 4.20  C76 1.221
78 O -2.23 8.63 2.88  C76 1.357, C79 1.426
79 C -1.97 7.24 2.65  O78 1.426, H83 1.095, H84 1.095, H85 1.093
80 H -1.22 12.35 4.66  C74 1.094
81 H -0.82 10.93 5.65  C74 1.095
82 H 0.18 11.35 4.21  C74 1.095
83 H -2.00 6.69 3.60  C79 1.095
84 H -1.00 7.11 2.16  C79 1.095
85 H -2.75 6.85 2.00  C79 1.093

=====

(2)
DFT (ωB97M-V/def2-TZVPD) results for 18 unconnected molecules or ions with the total composition C29H20Cl68N2 in a non-equilibrium geometry.

E_HOMO = -0.3974 Ha
orbital gap = 10.647 eV
total charge = 0
molecular weight = 2807.3 g/mol
E = -884896.177 eV

Bonds (Å) are listed after each position.
Atoms and positions in Å:
1 C -2.38 -5.69 1.34  C2 1.547, H15 1.085, H16 1.082, H17 1.078
2 C -2.81 -5.07 2.69  C1 1.547, C3 1.530, H18 1.081, H19 1.080
3 C -3.17 -3.59 2.53  C2 1.530, C4 1.548, C5 1.531, H20 1.080
4 C -4.71 -3.47 2.50  C3 1.548, H21 1.081, H22 1.084, H23 1.086
5 C -2.65 -2.73 3.68  C3 1.531, C6 1.456, C8 1.553, H24 1.082
6 C -2.82 -3.39 4.97  C5 1.456, N7 1.169
7 N -3.09 -3.91 5.98  C6 1.169
8 C -1.19 -2.24 3.47  C5 1.553, C9 1.457, C11 1.550, H25 1.084
9 C -0.32 -3.35 3.12  C8 1.457, N10 1.176
10 N 0.38 -4.21 2.71  C9 1.176
11 C -1.15 -1.02 2.52  C8 1.550, C12 1.523, H26 1.087, H27 1.085
12 C -0.30 -1.09 1.25  C11 1.523, C13 1.533, C14 1.528, H28 1.085
13 C -0.75 -2.14 0.23  C12 1.533, H29 1.082, H30 1.080, H31 1.085
14 C 1.20 -1.13 1.52  C12 1.528, H32 1.081, H33 1.082, H34 1.085
15 H -3.03 -6.52 1.09  C1 1.085
16 H -2.44 -4.99 0.51  C1 1.082
17 H -1.38 -6.10 1.41  C1 1.078
18 H -1.98 -5.20 3.37  C2 1.081
19 H -3.63 -5.66 3.06  C2 1.080
20 H -2.83 -3.16 1.60  C3 1.080
21 H -5.18 -4.30 3.01  C4 1.081
22 H -5.09 -3.49 1.49  C4 1.084
23 H -5.08 -2.58 3.00  C4 1.086
24 H -3.24 -1.83 3.73  C5 1.082
25 H -0.87 -1.90 4.45  C8 1.084
26 H -0.85 -0.15 3.10  C11 1.087
27 H -2.17 -0.80 2.21  C11 1.085
28 H -0.47 -0.15 0.74  C12 1.085
29 H -0.25 -1.89 -0.70  C13 1.082
30 H -0.47 -3.15 0.51  C13 1.080
31 H -1.81 -2.02 0.07  C13 1.085
32 H 1.74 -1.52 0.67  C14 1.081
33 H 1.47 -1.67 2.42  C14 1.082
34 H 1.58 -0.12 1.65  C14 1.085
35 C 4.04 1.83 -0.66  Cl36 1.763, Cl37 1.769, Cl38 1.766, Cl39 1.767
36 Cl 4.86 2.11 -2.19  C35 1.763
37 Cl 2.29 1.72 -0.95  C35 1.769
38 Cl 4.60 0.31 0.05  C35 1.766
39 Cl 4.37 3.16 0.44  C35 1.767
40 C 7.50 0.43 -5.26  Cl41 1.765, Cl42 1.766, Cl43 1.769, Cl44 1.765
41 Cl 8.79 -0.35 -4.35  C40 1.765
42 Cl 7.93 0.51 -6.97  C40 1.766
43 Cl 6.00 -0.49 -5.07  C40 1.769
44 Cl 7.25 2.07 -4.64  C40 1.765
45 C 0.75 -8.62 0.75  Cl46 1.765, Cl47 1.768, Cl48 1.767, Cl49 1.764
46 Cl 0.58 -9.68 2.15  C45 1.765
47 Cl 2.20 -9.06 -0.16  C45 1.768
48 Cl -0.67 -8.78 -0.29  C45 1.767
49 Cl 0.89 -6.95 1.30  C45 1.764
50 C -7.67 -5.60 0.43  Cl51 1.766, Cl52 1.766, Cl53 1.768, Cl54 1.767
51 Cl -6.39 -6.58 1.15  C50 1.766
52 Cl -9.06 -6.62 0.06  C50 1.766
53 Cl -8.15 -4.34 1.57  C50 1.768
54 Cl -7.07 -4.86 -1.05  C50 1.767
55 C 3.06 -9.00 5.67  Cl56 1.767, Cl57 1.768, Cl58 1.763, Cl59 1.767
56 Cl 2.12 -9.78 6.95  C55 1.767
57 Cl 3.69 -10.23 4.57  C55 1.768
58 Cl 2.03 -7.89 4.77  C55 1.763
59 Cl 4.41 -8.10 6.39  C55 1.767
60 C 4.40 4.90 -5.42  Cl61 1.766, Cl62 1.769, Cl63 1.767, Cl64 1.765
61 Cl 3.76 5.31 -3.82  C60 1.766
62 Cl 6.04 5.54 -5.57  C60 1.769
63 Cl 4.44 3.14 -5.61  C60 1.767
64 Cl 3.37 5.61 -6.66  C60 1.765
65 C 2.78 8.15 -9.83  Cl66 1.767, Cl67 1.767, Cl68 1.767, Cl69 1.768
66 Cl 4.24 8.41 -8.88  C65 1.767
67 Cl 1.37 8.67 -8.88  C65 1.767
68 Cl 2.87 9.09 -11.32  C65 1.767
69 Cl 2.62 6.44 -10.23  C65 1.768
70 C 11.52 0.79 -1.44  Cl71 1.766, Cl72 1.766, Cl73 1.766, Cl74 1.768
71 Cl 12.98 1.06 -0.49  C70 1.766
72 Cl 10.11 1.29 -0.51  C70 1.766
73 Cl 11.60 1.74 -2.93  C70 1.766
74 Cl 11.38 -0.92 -1.84  C70 1.768
75 C -6.29 -9.77 4.28  Cl76 1.766, Cl77 1.769, Cl78 1.766, Cl79 1.766
76 Cl -7.01 -9.38 5.84  C75 1.766
77 Cl -4.73 -8.94 4.13  C75 1.769
78 Cl -6.04 -11.52 4.17  C75 1.766
79 Cl -7.36 -9.24 2.98  C75 1.766
80 C 0.78 13.00 -9.88  Cl81 1.768, Cl82 1.768, Cl83 1.768, Cl84 1.767
81 Cl 1.99 11.86 -9.27  C80 1.768
82 Cl -0.71 12.12 -10.22  C80 1.768
83 Cl 0.45 14.25 -8.68  C80 1.768
84 Cl 1.38 13.74 -11.36  C80 1.767
85 C -2.02 3.11 2.56  Cl86 1.768, Cl87 1.766, Cl88 1.762, Cl89 1.764
86 Cl -2.19 1.84 3.78  C85 1.768
87 Cl -0.73 2.67 1.43  C85 1.766
88 Cl -3.54 3.29 1.68  C85 1.762
89 Cl -1.61 4.64 3.35  C85 1.764
90 C -7.02 3.68 4.10  Cl91 1.780, Cl92 1.762, Cl93 1.768, Cl94 1.765
91 Cl -7.76 3.98 5.70  C90 1.780
92 Cl -5.42 4.40 3.95  C90 1.762
93 Cl -6.89 1.94 3.86  C90 1.768
94 Cl -8.08 4.36 2.86  C90 1.765
95 C 0.28 -4.49 7.69  Cl96 1.769, Cl97 1.768, Cl98 1.759, Cl99 1.769
96 Cl 1.63 -5.18 8.60  C95 1.769
97 Cl 0.71 -4.43 5.98  C95 1.768
98 Cl -1.16 -5.48 7.90  C95 1.759
99 Cl -0.04 -2.85 8.27  C95 1.769
100 C -4.48 6.25 8.24  Cl101 1.767, Cl102 1.767, Cl103 1.767, Cl104 1.767
101 Cl -3.81 5.15 9.45  C100 1.767
102 Cl -5.82 5.48 7.41  C100 1.767
103 Cl -5.04 7.72 9.05  C100 1.767
104 Cl -3.22 6.67 7.07  C100 1.767
105 C 1.30 13.49 -4.52  Cl106 1.767, Cl107 1.767, Cl108 1.769, Cl109 1.763
106 Cl 2.65 14.34 -3.76  C105 1.767
107 Cl 0.83 12.11 -3.51  C105 1.767
108 Cl -0.07 14.60 -4.68  C105 1.769
109 Cl 1.78 12.92 -6.12  C105 1.763
110 C 5.33 14.27 -9.75  Cl111 1.768, Cl112 1.762, Cl113 1.767, Cl114 1.768
111 Cl 6.84 14.38 -8.85  C110 1.768
112 Cl 4.02 14.92 -8.78  C110 1.762
113 Cl 5.47 15.19 -11.25  C110 1.767
114 Cl 5.01 12.57 -10.14  C110 1.768
115 C -2.30 -12.38 -2.14  Cl116 1.767, Cl117 1.769, Cl118 1.766, Cl119 1.764
116 Cl -2.09 -13.04 -3.76  C115 1.767
117 Cl -3.20 -10.86 -2.23  C115 1.769
118 Cl -3.20 -13.53 -1.15  C115 1.766
119 Cl -0.72 -12.08 -1.41  C115 1.764

=====

> Look up the E of the first one.

-48316.663 eV